(1)
A cluster of 10 separate species, C30H60O30 in total at a distorted geometry, computed with ωB97M-V/def2-TZVPD.

The geometry in ORCA input format:
```
! wB97M-V def2-TZVPD RIJCOSX def2/J DEFGRID3
* xyz 0 1
C -4.0731 4.4041 -4.1039
O -3.2454 5.2868 -4.8765
C -2.8210 6.3944 -4.2724
O -3.1560 6.7375 -3.1146
O -2.0000 7.0436 -5.0830
C -1.6304 8.3908 -4.8901
H -4.8219 4.9013 -3.4872
H -3.4066 3.8745 -3.4232
H -4.6803 3.7108 -4.6859
H -1.7142 8.6605 -3.8373
H -2.1889 9.0544 -5.5503
H -0.5761 8.5953 -5.0765
C 2.6329 5.6542 -8.8369
O 2.8447 5.7959 -10.2705
C 3.0182 7.0211 -10.7764
O 3.0980 8.1079 -10.1836
O 3.1520 6.8680 -12.1421
C 3.2352 8.0267 -12.8806
H 2.4397 4.5979 -8.6501
H 1.7603 6.2471 -8.5627
H 3.5076 5.9041 -8.2365
H 4.1884 8.5490 -12.7976
H 2.4307 8.7431 -12.7143
H 3.1859 7.8377 -13.9529
C -0.5098 -1.7813 0.1177
O 0.4933 -1.0274 -0.5107
C 0.2756 -0.5187 -1.7353
O -0.7119 -0.6426 -2.4148
O 1.4950 0.0849 -2.0666
C 1.5819 0.7415 -3.2895
H -1.1046 -1.3365 0.9155
H -0.0412 -2.7377 0.3500
H -1.2912 -2.0273 -0.6014
H 1.2226 0.1185 -4.1086
H 2.5755 1.0629 -3.6017
H 0.8842 1.5780 -3.2495
C 3.8463 1.9688 1.9355
O 3.0145 3.0606 1.8956
C 3.2340 4.0865 1.0390
O 4.2521 4.1916 0.3429
O 2.1863 4.9379 0.9618
C 2.0231 5.7635 -0.1564
H 4.6167 2.3890 2.5821
H 4.2224 1.6135 0.9761
H 3.2837 1.1958 2.4590
H 2.3149 6.8133 -0.1252
H 0.9486 5.6146 -0.2622
H 2.4707 5.4146 -1.0870
C 2.5166 -4.0760 -4.7677
O 2.4206 -3.4234 -6.0509
C 3.5094 -2.8895 -6.6395
O 4.6206 -2.8158 -6.0924
O 3.1597 -2.5018 -7.8659
C 4.1386 -2.1766 -8.8807
H 1.5965 -4.4734 -4.3394
H 2.9825 -3.3756 -4.0745
H 3.2638 -4.8687 -4.7298
H 4.7045 -3.0621 -9.1700
H 4.8195 -1.3666 -8.6193
H 3.5073 -1.7091 -9.6362
C -3.2585 -4.1809 10.8581
O -3.1609 -4.0836 9.4389
C -3.7963 -3.1130 8.8650
O -4.1074 -2.0196 9.3344
O -3.8798 -3.4121 7.4985
C -4.1498 -2.3594 6.5642
H -3.1301 -5.2416 11.0736
H -4.2256 -3.8557 11.2418
H -2.4797 -3.5866 11.3361
H -3.2275 -1.8183 6.3528
H -4.8343 -1.5497 6.8170
H -4.3655 -2.7228 5.5594
C 4.9738 -5.1069 2.9650
O 4.9378 -4.7009 1.5785
C 5.9527 -4.0794 1.1143
O 7.0078 -3.7448 1.7258
O 5.5439 -3.6121 -0.0541
C 6.3683 -2.5807 -0.6806
H 4.2628 -5.9279 3.0568
H 4.7877 -4.3220 3.6981
H 5.9299 -5.5981 3.1460
H 6.8553 -3.1376 -1.4811
H 7.0574 -1.9580 -0.1099
H 5.6994 -1.8311 -1.1035
C 1.6490 -3.2035 8.5709
O 1.3641 -1.8037 8.2636
C 1.0249 -1.4754 7.0153
O 0.9932 -2.2730 6.1372
O 0.7682 -0.1375 6.7859
C 0.9121 0.8335 7.7886
H 2.1393 -3.2788 9.5415
H 2.2593 -3.5150 7.7232
H 0.7359 -3.7904 8.6710
H 1.7293 0.6943 8.4963
H 0.0047 0.8527 8.3921
H 0.9234 1.8224 7.3301
C -6.7375 -6.5842 3.1152
O -5.3317 -6.3520 2.9472
C -4.4199 -6.8357 3.8158
O -4.6162 -7.5406 4.8003
O -3.2244 -6.4348 3.2985
C -2.0489 -6.7009 4.0758
H -7.1363 -7.0540 2.2162
H -7.3634 -5.6936 3.0592
H -7.0806 -7.1012 4.0114
H -1.1231 -6.2047 3.7842
H -1.9912 -7.7857 4.1649
H -2.1893 -6.3602 5.1016
C -7.7721 0.1175 0.6510
O -6.3676 0.2175 0.6885
C -5.8699 1.3298 1.2587
O -6.5008 2.2562 1.8203
O -4.5046 1.3117 1.1997
C -3.8129 2.4589 1.7508
H -7.8182 -0.8947 0.2491
H -8.1187 0.8700 -0.0574
H -8.2694 0.1116 1.6209
H -2.8146 2.6697 1.3674
H -3.6860 2.3033 2.8222
H -4.1703 3.4819 1.6329
*
```

Properties
- energy above the lowest of the compared OMol25 structures with the same formula, charge and spin (kcal per mole) = 130.2
- SMILES = COC(=O)OC.COC(=O)OC.COC(=O)OC.COC(=O)OC.COC(=O)OC.COC(=O)OC.COC(=O)OC.COC(=O)OC.COC(=O)OC.COC(=O)OC
- E (eV) = -93502.202

These are the Löwdin partial charges, in e, on atoms 1 to 99:
1 C -0.04
2 O 0.01
3 C -0.57
4 O 0.07
5 O 0.01
6 C -0.04
7 H 0.09
8 H 0.10
9 H 0.09
10 H 0.09
11 H 0.10
12 H 0.09
13 C -0.02
14 O -0.01
15 C -0.53
16 O 0.09
17 O -0.01
18 C -0.11
19 H 0.09
20 H 0.10
21 H 0.10
22 H 0.10
23 H 0.10
24 H 0.09
25 C -0.05
26 O 0.00
27 C -0.53
28 O 0.13
29 O -0.03
30 C -0.09
31 H 0.10
32 H 0.10
33 H 0.09
34 H 0.09
35 H 0.10
36 H 0.09
37 C -0.07
38 O -0.02
39 C -0.52
40 O 0.09
41 O -0.01
42 C -0.07
43 H 0.10
44 H 0.10
45 H 0.10
46 H 0.10
47 H 0.10
48 H 0.09
49 C -0.03
50 O -0.01
51 C -0.56
52 O 0.09
53 O -0.01
54 C -0.02
55 H 0.09
56 H 0.09
57 H 0.09
58 H 0.10
59 H 0.09
60 H 0.09
61 C -0.03
62 O 0.02
63 C -0.56
64 O 0.10
65 O -0.03
66 C -0.06
67 H 0.10
68 H 0.10
69 H 0.10
70 H 0.08
71 H 0.09
72 H 0.09
73 C -0.01
74 O 0.02
75 C -0.62
76 O 0.06
77 O 0.00
78 C -0.01
79 H 0.09
80 H 0.10
81 H 0.09
82 H 0.10
83 H 0.09
84 H 0.09
85 C 0.00
86 O -0.03
87 C -0.58
88 O 0.14
89 O -0.01
90 C -0.08
91 H 0.09
92 H 0.09
93 H 0.09
94 H 0.09
95 H 0.09
96 H 0.09
97 C -0.05
98 O 0.00
99 C -0.54

***

(2)
A cluster of 16 separate species, H32O16 in total at a distorted geometry, computed with ωB97M-V/def2-TZVPD.

The geometry in ORCA input format:
```
! wB97M-V def2-TZVPD RIJCOSX def2/J DEFGRID3
* xyz 0 1
O 5.0353 -2.5108 -19.8578
H 5.7391 -1.9033 -19.9547
H 4.5519 -2.1863 -19.0637
O 8.1854 1.4504 -19.6472
H 7.3134 1.1673 -19.9986
H 8.8426 0.8495 -19.9539
O 6.4340 2.0683 -16.4205
H 5.5705 2.2241 -16.1133
H 6.4202 1.1905 -16.7949
O 5.9330 -0.7666 -16.3376
H 6.4219 -1.0032 -17.1427
H 6.5584 -0.9084 -15.6437
O 7.9227 0.5971 -22.4456
H 8.6921 0.2970 -22.9670
H 7.5392 -0.2240 -22.1354
O 7.2351 -1.4977 -20.9851
H 8.0508 -1.9558 -21.1804
H 7.3990 -1.2064 -20.1028
O 1.9120 -0.3648 -19.3048
H 2.5617 -0.8716 -18.8293
H 1.1420 -0.2618 -18.7510
O 6.9453 3.9937 -19.7008
H 6.4590 3.8681 -20.5161
H 7.4231 3.1585 -19.5873
O 1.9755 2.5536 -19.2408
H 1.0871 2.1613 -19.1848
H 2.5598 1.8471 -18.9607
O 3.8528 -1.8489 -17.6496
H 4.4184 -1.2185 -17.1491
H 4.0207 -2.7127 -17.3105
O 5.5943 0.7677 -20.1289
H 5.0959 0.4878 -19.3257
H 5.2222 1.5747 -20.4716
O 5.0550 -0.8213 -22.5664
H 5.2779 -0.0824 -23.1965
H 5.2469 -0.5553 -21.6783
O 5.6134 1.8261 -23.2223
H 5.3849 1.9739 -24.1379
H 6.5585 1.5292 -23.2684
O 2.4596 0.3616 -21.8601
H 2.3656 0.3083 -20.9398
H 3.3304 0.1020 -22.1416
O 4.1198 1.2840 -18.0030
H 3.7221 1.0919 -17.1565
H 4.1937 2.2466 -18.1660
O 4.5937 3.1595 -21.1118
H 4.9207 2.9051 -21.9846
H 3.6621 2.9953 -21.2298
*
```

Properties
- energy above the lowest of the compared OMol25 structures with the same formula, charge and spin (kcal per mole) = 119.4
- E (eV) = -33279.756

Per-atom Löwdin charges, elementary charge units:
1 O -0.04
2 H -0.06
3 H -0.03
4 O -0.06
5 H -0.01
6 H 0.02
7 O -0.03
8 H 0.00
9 H -0.02
10 O -0.03
11 H 0.08
12 H 0.07
13 O -0.05
14 H 0.08
15 H -0.01
16 O -0.03
17 H 0.09
18 H 0.04
19 O -0.02
20 H 0.01
21 H 0.06
22 O -0.06
23 H -0.01
24 H -0.02
25 O -0.06
26 H 0.05
27 H -0.04
28 O -0.04
29 H 0.03
30 H 0.07
31 O -0.05
32 H 0.05
33 H 0.00
34 O -0.07
35 H 0.04
36 H -0.04
37 O -0.06
38 H 0.07
39 H 0.05
40 O -0.04
41 H -0.06
42 H -0.02
43 O -0.06
44 H 0.07
45 H 0.10
46 O -0.05
47 H 0.01
48 H 0.04

***

(3)
An isolated molecule of C2H6S2 at a distorted geometry, computed with ωB97M-V/def2-TZVPD.

The geometry in ORCA input format:
```
! wB97M-V def2-TZVPD RIJCOSX def2/J DEFGRID3
* xyz 0 1
C -0.2093 -0.1077 -1.6161
S 1.4506 0.0712 -0.8468
S 1.4191 0.8797 0.9250
C -0.1733 0.0035 1.7222
H -0.1861 -1.1335 -1.8095
H -1.1843 0.1666 -1.1955
H -0.0801 0.3458 -2.6135
H -1.0068 0.8506 1.5293
H -0.2715 -0.9396 1.1981
H 0.2416 -0.1367 2.7067
*
```

Properties
- energy above the lowest of the compared OMol25 structures with the same formula, charge and spin (kcal per mole) = 30.9
- SMILES = CSSC
- E (eV) = -23840.475

Per-atom Löwdin charges, elementary charge units:
1 C -0.43
2 S 0.34
3 S 0.30
4 C -0.35
5 H -0.02
6 H 0.05
7 H 0.03
8 H 0.08
9 H 0.01
10 H -0.01

***

(4)
An isolated molecule of C6H12Cl2Si at a distorted geometry, computed with ωB97M-V/def2-TZVPD.

The geometry in ORCA input format:
```
! wB97M-V def2-TZVPD RIJCOSX def2/J DEFGRID3
* xyz 0 1
C 0.9424 -2.0709 1.0621
C 1.5807 -1.1797 0.0238
C 1.3827 0.3588 0.0679
C 0.3134 0.9827 -0.4688
C 0.2487 2.5047 -0.6182
C -0.9239 0.2055 -0.9856
Si -2.1526 -0.0483 0.3883
Cl -3.1255 -1.8501 -0.0985
Cl -3.7126 1.2169 0.3939
H 1.1976 -1.5879 2.0863
H -0.0333 -2.0790 1.0505
H 1.4271 -3.0098 0.9973
H 1.0954 -1.3687 -0.9647
H 2.6043 -1.5362 0.1256
H 2.1406 0.9443 0.5314
H -0.1769 2.7462 -1.6832
H -0.4626 2.9091 0.1458
H 1.1901 2.9636 -0.5169
H -1.1715 0.8320 -1.9409
H -0.7512 -0.7710 -1.4537
H -1.6129 -0.1622 1.8576
*
```

Properties
- energy above the lowest of the compared OMol25 structures with the same formula, charge and spin (kcal per mole) = 0.0
- SMILES = CC/C=C(/C)C[SiH](Cl)Cl
- E (eV) = -39340.455

Per-atom Löwdin charges, elementary charge units:
1 C -0.11
2 C -0.24
3 C -0.07
4 C -0.38
5 C -0.07
6 C -0.31
7 Si -0.21
8 Cl 0.21
9 Cl 0.29
10 H 0.12
11 H -0.03
12 H 0.06
13 H 0.10
14 H 0.10
15 H 0.09
16 H 0.11
17 H 0.09
18 H 0.05
19 H 0.12
20 H 0.06
21 H 0.01

***

(5)
An isolated molecule of C3H7NO at a distorted geometry, computed with ωB97M-V/def2-TZVPD.

The geometry in ORCA input format:
```
! wB97M-V def2-TZVPD RIJCOSX def2/J DEFGRID3
* xyz 0 1
C -0.4498 -1.8268 -0.0251
N -0.1877 -0.4552 0.5367
C 0.0510 0.4534 -0.5560
C 0.2610 1.7913 0.0616
O 0.1615 0.1830 -1.6630
H 0.6728 -2.1773 -0.5155
H -1.3375 -1.8695 -0.5779
H -0.4591 -2.5515 0.8340
H 0.5479 -0.5644 1.2934
H 1.2968 2.0995 0.4161
H -0.4797 2.1862 1.0035
H -0.0772 2.7313 -0.8078
*
```

Properties
- energy above the lowest of the compared OMol25 structures with the same formula, charge and spin (kcal per mole) = 65.2
- SMILES = CNC(C)=O
- E (eV) = -6759.921

Per-atom Löwdin charges, elementary charge units:
1 C -0.11
2 N -0.05
3 C -0.65
4 C -0.07
5 O 0.14
6 H 0.15
7 H 0.05
8 H 0.07
9 H 0.15
10 H 0.07
11 H 0.13
12 H 0.15

***

(6)
A structure of composition C15H13N4O9RuS3, computed with ωB97M-V/def2-TZVPD.

The geometry in ORCA input format:
```
! wB97M-V def2-TZVPD RIJCOSX def2/J DEFGRID3
* xyz -2 2
Ru -0.3260 -0.1824 0.5421
O -2.4747 4.4750 -2.8472
C -1.9402 3.4334 -2.1429
C -1.2389 2.4119 -2.7709
C -0.7397 1.3888 -1.9874
N -0.9251 1.3913 -0.6815
C -1.5741 2.3672 -0.0610
C -2.1116 3.4258 -0.7610
C -1.6184 2.2040 1.4495
O -2.2047 3.0263 2.1319
O -0.9414 1.1911 1.8883
C 0.0726 0.1997 -2.4877
O 0.3484 0.1599 -3.6871
O 0.4483 -0.5767 -1.5588
H -2.2759 4.3395 -3.7792
H -1.0629 2.3781 -3.8395
H -2.6364 4.2108 -0.2363
S 1.8514 0.4554 0.9462
C 1.8967 -0.5470 2.3366
S 0.4632 -1.4720 2.3749
C 2.9359 -0.5891 3.2649
C 4.0866 0.2296 3.1229
N 5.0321 0.8854 3.0170
C 2.8891 -1.4447 4.3965
N 2.8721 -2.1272 5.3285
C -3.0780 -2.2709 2.3962
N -3.5148 -2.4543 1.0253
C -3.9239 -3.7935 0.6513
C -3.1410 -1.5913 0.0799
O -2.6155 -0.4895 0.2926
H -3.8849 -2.5539 3.0757
H -2.8078 -1.2306 2.5581
H -2.2052 -2.8972 2.5890
H -4.8139 -4.0800 1.2184
H -3.1140 -4.5011 0.8438
H -4.1342 -3.8249 -0.4160
H -3.4220 -1.8997 -0.9324
C 0.5449 -3.7435 -1.9906
S -0.9166 -3.8355 -0.9948
O -0.8492 -5.0996 -0.2725
O -2.0523 -3.7516 -1.9173
O -0.8472 -2.6662 -0.1026
H 0.5405 -4.5918 -2.6727
H 1.4026 -3.7872 -1.3220
H 0.5434 -2.7935 -2.5194
*
```

Properties
- energy above the lowest of the compared OMol25 structures with the same formula, charge and spin (kcal per mole) = 20.2
- ⟨S²⟩ = 0.757
- E (eV) = -75246.644

Per-atom Löwdin charges, elementary charge units:
1 Ru 0.99
2 O 0.05
3 C -0.28
4 C 0.06
5 C -0.15
6 N 0.01
7 C -0.16
8 C 0.08
9 C -0.57
10 O 0.05
11 O -0.20
12 C -0.60
13 O 0.01
14 O -0.14
15 H 0.10
16 H 0.12
17 H 0.13
18 S 0.64
19 C -1.10
20 S 0.63
21 C -0.39
22 C -0.28
23 N 0.10
24 C -0.28
25 N 0.11
26 C -0.04
27 N -0.17
28 C -0.06
29 C -0.32
30 O -0.09
31 H 0.08
32 H 0.08
33 H 0.08
34 H 0.08
35 H 0.08
36 H 0.08
37 H 0.14
38 C -0.16
39 S 0.37
40 O -0.38
41 O -0.38
42 O -0.46
43 H 0.05
44 H 0.06
45 H 0.04

***

(7)
A cluster of 2 separate species, C2H11N2Si in total at a distorted geometry, computed with ωB97M-V/def2-TZVPD.

The geometry in ORCA input format:
```
! wB97M-V def2-TZVPD RIJCOSX def2/J DEFGRID3
* xyz 1 1
C 1.3297 -0.3445 -0.8749
C 0.8411 0.2243 0.3285
N 1.2611 -0.2319 1.4472
N -1.9141 -0.9837 -0.3112
Si -0.3585 1.7339 0.0929
H 1.9356 -1.2063 -0.7185
H 0.4759 -0.7731 -1.5383
H 1.9847 0.3113 -1.4623
H 1.0644 -0.0685 2.4464
H 1.8489 -1.1186 1.5090
H -2.9063 -0.5853 -0.4137
H -1.8933 -1.4240 0.6722
H -1.9281 -1.7245 -0.8668
H -0.8584 1.4916 -1.3062
H 0.4427 3.0844 -0.1156
H -1.3254 1.6151 1.1112
*
```

Properties
- energy above the lowest of the compared OMol25 structures with the same formula, charge and spin (kcal per mole) = 22.0
- E (eV) = -13102.132

Per-atom Löwdin charges, elementary charge units:
1 C -0.10
2 C -0.47
3 N 0.19
4 N 0.02
5 Si 0.73
6 H 0.08
7 H 0.13
8 H 0.12
9 H 0.16
10 H 0.18
11 H 0.09
12 H 0.08
13 H -0.05
14 H -0.04
15 H -0.03
16 H -0.08